Record 1
{
  "formula": "C20H31N3O2S",
  "method": "the ωB97M-V functional and the def2-TZVPD basis",
  "e_homo_ev": -9.29,
  "homo_lumo_gap_ev": 9.9,
  "relative_energy_ev": 0.189,
  "elements": ["C", "C", "C", "C", "N", "C", "C", "O", "C", "C", "C", "C", "C", "C", "C", "C", "C", "N", "C", "O", "C", "C", "S", "N", "C", "C", "H", "H", "H", "H", "H", "H", "H", "H", "H", "H", "H", "H", "H", "H", "H", "H", "H", "H", "H", "H", "H", "H", "H", "H", "H", "H", "H", "H", "H", "H", "H"],
  "coordinates": [[-0.88, 5.16, 1.16], [-1.45, 4.32, 0.03], [-1.03, 2.85, 0.08], [0.49, 2.67, 0.02], [0.95, 1.32, -0.29], [1.95, 1.22, -1.34], [0.55, 0.30, 0.51], [-0.25, 0.49, 1.42], [1.05, -1.11, 0.19], [0.57, -2.17, 1.18], [0.44, -3.54, 0.52], [-0.14, -4.57, 1.49], [0.66, -4.67, 2.78], [0.83, -3.29, 3.42], [1.44, -2.31, 2.44], [2.23, -1.17, 2.99], [2.94, -2.33, 2.33], [-1.74, 2.06, -0.93], [-1.31, 1.84, -2.19], [-0.42, 2.50, -2.72], [-1.98, 0.71, -2.89], [-2.34, -0.47, -2.29], [-2.98, -1.51, -3.45], [-2.80, -0.47, -4.70], [-2.26, 0.66, -4.29], [-2.00, 1.76, -5.27], [-1.30, 6.17, 1.15], [-1.10, 4.72, 2.13], [0.21, 5.27, 1.09], [-2.54, 4.35, 0.07], [-1.16, 4.74, -0.94], [-1.36, 2.43, 1.03], [0.91, 3.32, -0.75], [0.88, 2.98, 0.99], [2.14, 0.18, -1.60], [1.60, 1.74, -2.23], [2.90, 1.66, -1.02], [0.68, -1.36, -0.81], [2.14, -1.11, 0.11], [-0.42, -1.86, 1.52], [-0.18, -3.46, -0.37], [1.43, -3.88, 0.19], [-1.17, -4.28, 1.72], [-0.20, -5.55, 1.00], [0.18, -5.35, 3.48], [1.65, -5.08, 2.56], [-0.14, -2.91, 3.76], [1.47, -3.36, 4.31], [2.22, -0.22, 2.47], [2.30, -1.08, 4.06], [3.47, -3.03, 2.97], [3.41, -2.17, 1.37], [-2.52, 1.52, -0.61], [-2.23, -0.75, -1.25], [-1.76, 2.69, -4.76], [-1.15, 1.50, -5.90], [-2.87, 1.90, -5.91]]
}

---

Record 2
{
  "formula": "C20H31N3O2S",
  "method": "the ωB97M-V functional and the def2-TZVPD basis",
  "e_homo_ev": -9.22,
  "homo_lumo_gap_ev": 9.9,
  "relative_energy_ev": 0.018,
  "elements": ["C", "C", "C", "C", "N", "C", "C", "O", "C", "C", "C", "C", "C", "C", "C", "C", "C", "N", "C", "O", "C", "C", "S", "N", "C", "C", "H", "H", "H", "H", "H", "H", "H", "H", "H", "H", "H", "H", "H", "H", "H", "H", "H", "H", "H", "H", "H", "H", "H", "H", "H", "H", "H", "H", "H", "H", "H"],
  "coordinates": [[1.72, -5.27, 1.79], [1.62, -4.18, 0.72], [1.82, -2.79, 1.33], [0.59, -2.29, 2.14], [-0.41, -1.62, 1.33], [-1.39, -2.44, 0.63], [-0.26, -0.27, 1.14], [0.62, 0.36, 1.71], [-1.20, 0.39, 0.14], [-0.98, 1.89, 0.00], [-1.27, 2.35, -1.43], [-0.97, 3.84, -1.61], [-1.72, 4.69, -0.60], [-1.44, 4.22, 0.83], [-1.78, 2.75, 0.97], [-2.17, 2.24, 2.33], [-3.22, 2.43, 1.27], [2.21, -1.77, 0.36], [1.74, -1.64, -0.90], [1.07, -2.48, -1.48], [2.08, -0.35, -1.57], [2.32, 0.85, -0.95], [2.58, 2.04, -2.11], [2.39, 1.04, -3.40], [2.13, -0.18, -3.00], [1.91, -1.25, -4.01], [1.59, -6.26, 1.35], [2.70, -5.25, 2.28], [0.96, -5.16, 2.57], [2.40, -4.34, -0.03], [0.67, -4.25, 0.20], [2.65, -2.86, 2.03], [0.11, -3.14, 2.64], [0.92, -1.60, 2.90], [-2.27, -1.86, 0.39], [-0.98, -2.85, -0.29], [-1.70, -3.25, 1.30], [-1.03, -0.11, -0.82], [-2.23, 0.16, 0.40], [0.07, 2.09, 0.21], [-0.67, 1.76, -2.14], [-2.32, 2.16, -1.67], [0.11, 3.99, -1.48], [-1.21, 4.15, -2.63], [-1.45, 5.74, -0.71], [-2.80, 4.62, -0.79], [-0.38, 4.36, 1.07], [-2.02, 4.80, 1.55], [-1.90, 1.23, 2.60], [-2.14, 2.94, 3.15], [-3.90, 3.27, 1.37], [-3.68, 1.55, 0.84], [2.65, -0.96, 0.76], [2.29, 1.06, 0.11], [2.52, -2.13, -3.78], [0.87, -1.58, -4.00], [2.17, -0.87, -5.00]]
}

---

Record 3
{
  "formula": "C20H31N3O3",
  "method": "the ωB97M-V functional and the def2-TZVPD basis",
  "e_homo_ev": -8.32,
  "homo_lumo_gap_ev": 9.0,
  "relative_energy_ev": 0.837,
  "smiles": "CCOC(=O)CCNC(=O)N1CCC[C@@H](N(C)CCc2ccccc2)C1",
  "elements": ["C", "C", "O", "C", "O", "C", "C", "N", "C", "O", "N", "C", "C", "C", "C", "N", "C", "C", "C", "C", "C", "C", "C", "C", "C", "C", "H", "H", "H", "H", "H", "H", "H", "H", "H", "H", "H", "H", "H", "H", "H", "H", "H", "H", "H", "H", "H", "H", "H", "H", "H", "H", "H", "H", "H", "H", "H"],
  "coordinates": [[-3.92, -1.66, -1.17], [-3.89, -0.32, -1.88], [-3.04, 0.62, -1.21], [-3.60, 1.35, -0.24], [-4.76, 1.30, 0.07], [-2.58, 2.27, 0.39], [-1.74, 1.50, 1.43], [-0.95, 0.46, 0.84], [-1.34, -0.85, 0.96], [-2.20, -1.19, 1.76], [-0.72, -1.77, 0.14], [-0.71, -3.14, 0.60], [0.56, -3.42, 1.41], [1.81, -3.08, 0.59], [1.72, -1.63, 0.09], [2.85, -1.14, -0.67], [3.29, -1.96, -1.78], [3.96, -0.63, 0.12], [4.35, 0.78, -0.37], [3.19, 1.71, -0.20], [2.21, 1.80, -1.19], [1.11, 2.63, -1.02], [0.98, 3.39, 0.13], [1.94, 3.30, 1.12], [3.03, 2.46, 0.96], [0.41, -1.48, -0.71], [-4.25, -1.53, -0.15], [-4.60, -2.33, -1.69], [-2.92, -2.10, -1.16], [-4.90, 0.10, -1.93], [-3.48, -0.41, -2.89], [-1.92, 2.66, -0.39], [-3.10, 3.09, 0.88], [-2.39, 1.03, 2.17], [-1.07, 2.21, 1.94], [-0.31, 0.74, 0.12], [-1.60, -3.29, 1.22], [-0.76, -3.80, -0.27], [0.58, -4.47, 1.70], [0.54, -2.81, 2.31], [2.70, -3.21, 1.20], [1.87, -3.76, -0.27], [1.62, -0.97, 0.96], [3.96, -1.37, -2.40], [3.82, -2.87, -1.47], [2.43, -2.24, -2.38], [4.84, -1.29, 0.05], [3.67, -0.56, 1.17], [4.64, 0.73, -1.42], [5.20, 1.13, 0.21], [2.31, 1.22, -2.09], [0.37, 2.70, -1.80], [0.14, 4.05, 0.26], [1.84, 3.88, 2.03], [3.78, 2.40, 1.73], [0.34, -0.49, -1.16], [0.39, -2.22, -1.52]]
}

---

Record 4
{
  "formula": "C20H31N3PTc",
  "method": "the ωB97M-V functional and the def2-TZVPD basis",
  "e_homo_ev": [-8.15, -9.75],
  "multiplicity": 4,
  "homo_lumo_gap_ev": [5.8, 2.6],
  "charge": 1,
  "elements": ["C", "C", "C", "C", "H", "H", "H", "H", "H", "H", "H", "H", "H", "C", "C", "C", "H", "C", "C", "H", "H", "H", "H", "C", "C", "C", "H", "C", "C", "H", "H", "H", "H", "Tc", "C", "N", "C", "N", "C", "N", "C", "P", "C", "C", "H", "H", "H", "H", "H", "H", "H", "H", "H", "H", "H", "H"],
  "coordinates": [[-0.10, 0.30, -5.04], [0.48, 1.65, -4.93], [0.73, -0.80, -5.54], [-1.56, 0.15, -4.97], [0.77, -0.82, -6.64], [0.34, -1.78, -5.23], [1.77, -0.73, -5.19], [0.48, 2.17, -5.90], [1.53, 1.63, -4.59], [-0.09, 2.28, -4.23], [-2.03, 0.32, -5.96], [-2.01, 0.88, -4.28], [-1.85, -0.86, -4.65], [2.49, -0.57, 0.43], [2.40, -1.39, -0.74], [1.95, -0.55, -1.83], [2.67, -2.43, -0.79], [1.91, 0.81, -1.36], [2.25, 0.80, 0.02], [2.36, 1.67, 0.66], [2.77, -0.91, 1.43], [1.81, -0.86, -2.86], [1.70, 1.68, -1.96], [-1.80, -1.57, -0.04], [-0.73, -2.47, 0.34], [0.04, -2.75, -0.83], [-0.58, -2.91, 1.32], [-0.46, -1.92, -1.90], [-1.60, -1.20, -1.40], [-2.23, -0.53, -1.98], [-2.62, -1.29, 0.61], [0.82, -3.49, -0.91], [-0.14, -1.95, -2.93], [0.42, -0.72, -0.31], [0.04, 0.51, 5.29], [0.67, 1.47, 4.36], [-0.33, 2.50, 3.97], [-1.54, 1.90, 3.38], [-2.13, 0.91, 4.30], [-1.16, -0.14, 4.71], [-0.81, -1.04, 3.59], [-0.05, -0.08, 2.18], [1.25, 0.77, 3.20], [-1.28, 1.32, 2.07], [-0.29, 1.05, 6.19], [0.77, -0.27, 5.55], [0.13, 3.16, 3.22], [-0.62, 3.07, 4.87], [-2.99, 0.43, 3.81], [-2.45, 1.43, 5.22], [-0.08, -1.80, 3.93], [-1.70, -1.57, 3.21], [1.81, 1.48, 2.57], [1.97, 0.01, 3.55], [-2.21, 0.93, 1.63], [-0.90, 2.10, 1.39]]
}